# C55H53Cl2N4O2P2S3Zr

A molecular structure, C55H53Cl2N4O2P2S3Zr at a distorted geometry (ωB97M-V/def2-TZVPD, the OMol25 dataset).

XYZ file:
```
122
Properties=species:S:1:pos:R:3
Zr -0.10794 0.02541 -0.06429
Cl 1.09896 2.29840 -1.06870
C 0.94143 2.28681 -2.81779
C 1.70085 3.19316 -3.53790
C 1.59472 3.17676 -4.92231
C 0.75094 2.26970 -5.54592
C -0.00489 1.38366 -4.79284
Cl -1.03897 0.26718 -5.60134
C 0.06339 1.37208 -3.39313
S -0.97940 0.33839 -2.44327
H 2.33813 3.89968 -3.02796
H 2.16077 3.87813 -5.51537
H 0.66033 2.25032 -6.62171
O -2.16131 -0.61264 0.08072
S -3.28200 -0.99430 -0.92037
C -2.83877 -2.64488 -1.53064
C -3.18696 -3.84532 -0.67219
C -2.40338 -3.98983 0.62265
C -0.96058 -4.46349 0.43958
S 0.32418 -3.32686 0.99610
O 0.09843 -2.06776 0.13411
C -0.25529 -2.98147 2.63822
C -0.95868 -1.83650 2.96657
C -1.42506 -1.67960 4.26505
C -1.18835 -2.66530 5.21139
C -0.46576 -3.80148 4.87577
C 0.01371 -3.96502 3.58565
C -4.68875 -1.29972 0.11172
C -4.57511 -1.46564 1.48380
C -5.72341 -1.72233 2.21515
C -6.95449 -1.81178 1.57759
C -7.05215 -1.62586 0.20660
C -5.91470 -1.35642 -0.53830
H -1.76809 -2.54702 -1.74656
H -3.34823 -2.69213 -2.49510
H -3.04333 -4.73097 -1.29718
H -4.25306 -3.82456 -0.43744
H -2.91965 -4.71408 1.25307
H -2.41995 -3.05287 1.18090
H -0.69677 -4.69271 -0.59527
H -0.74304 -5.36451 1.01831
H -1.13955 -1.04651 2.23742
H -1.96645 -0.78324 4.53068
H -1.55533 -2.54199 6.22025
H -0.26586 -4.55887 5.61978
H 0.59030 -4.84423 3.33068
H -3.61847 -1.35913 1.97392
H -5.65968 -1.84416 3.28730
H -7.84523 -2.01435 2.15466
H -8.01395 -1.67726 -0.28242
H -5.99197 -1.18589 -1.60350
C 4.42583 -0.79030 -4.12871
N 4.78764 -0.37738 -2.68957
C 5.25210 -1.63115 -1.93147
N 4.27243 -2.65279 -1.99960
C 3.96646 -2.98117 -3.38946
N 3.46342 -1.82628 -4.12194
C 2.14224 -1.39110 -3.66608
P 2.16647 -0.86918 -1.88890
C 3.62400 0.27443 -2.01366
C 3.06961 -2.34073 -1.23042
H 5.35691 -1.12790 -4.58801
H 4.05886 0.10683 -4.63057
H 5.56437 0.28629 -2.72253
H 5.44821 -1.32164 -0.90305
H 6.17762 -1.94642 -2.41678
H 3.22393 -3.77728 -3.41546
H 4.87586 -3.33803 -3.87625
H 1.43491 -2.21361 -3.79627
H 1.79109 -0.56922 -4.29422
H 3.93055 0.58581 -1.01244
H 3.36009 1.15772 -2.59984
H 2.40550 -3.20761 -1.26832
H 3.32636 -2.16183 -0.18524
C -0.09842 6.29974 0.37673
C 0.95924 5.57375 0.91224
C 0.75126 4.28715 1.37601
C -0.52257 3.71718 1.31703
C -1.57819 4.44724 0.78014
C -1.36221 5.73546 0.31142
P -0.72431 2.00994 1.90408
C 0.22803 1.96975 3.44722
C 0.91721 0.83930 3.87157
C 1.55169 0.82471 5.10580
C 1.50218 1.93997 5.92769
C 0.81236 3.07397 5.51623
C 0.17808 3.09114 4.28614
C -2.46499 1.84779 2.38442
C -3.44622 1.85460 1.39286
C -4.78593 1.85471 1.73431
C -5.16221 1.81706 3.07039
C -4.19408 1.78649 4.06146
C -2.84868 1.81264 3.72439
H 0.06120 7.30939 0.02597
H 1.94179 6.01898 0.98318
H 1.57928 3.73383 1.80459
H -2.57895 4.03744 0.74717
H -2.19041 6.30316 -0.08892
H 0.99214 -0.03313 3.23768
H 2.08962 -0.05905 5.41928
H 2.00063 1.93009 6.88657
H 0.76634 3.94496 6.15494
H -0.36150 3.97953 3.98285
H -3.16620 1.89186 0.34383
H -5.53781 1.88629 0.95802
H -6.20860 1.82230 3.33746
H -4.48300 1.77042 5.10336
H -2.10600 1.82358 4.51127
N 9.10291 -0.02570 4.37027
C 8.06721 -0.01994 3.87904
C 6.77950 -0.00771 3.25709
C 6.15203 1.20906 2.99090
C 4.91114 1.21901 2.38405
C 4.28937 0.01488 2.03748
C 4.92334 -1.19855 2.31457
C 6.16335 -1.21171 2.92283
C 3.00795 0.03422 1.40871
C 1.91530 0.04806 0.86776
H 6.64020 2.13397 3.26406
H 4.41235 2.15578 2.18145
H 4.43351 -2.13244 2.07363
H 6.65685 -2.14630 3.14917
```

Output
Multiplicity: 1
LUMO in Ha: -0.2790
Charge: +3
Frontier orbital gap in eV: 7.343
Highest occupied orbital energy in eV: -14.93
E in eV: -145337.590


# C90H211N13O22

13 unconnected molecules or ions with the total composition C90H211N13O22 at a distorted geometry (ωB97M-V/def2-TZVPD, the OMol25 dataset).

XYZ file:
```
336
Properties=species:S:1:pos:R:3
C -4.66389 5.36665 2.27217
O -3.46720 5.61736 1.54976
C -3.36890 6.75154 0.70246
C -1.98342 7.07309 0.23344
N -1.74359 8.53073 -0.04184
C -1.82861 9.26591 1.20792
C -1.33966 10.69186 0.92914
O 0.11693 10.61692 0.79006
C 0.62830 11.88817 0.52389
H -4.64888 4.46558 2.88530
H -5.38390 5.16428 1.47925
H -5.03206 6.16216 2.92002
H -3.72127 7.56609 1.33525
H -4.00792 6.79778 -0.17936
H -1.66909 6.43675 -0.59381
H -1.23865 6.80068 0.98125
H -0.73781 8.55159 -0.13165
H -1.40923 8.86325 2.12993
H -2.87753 9.43630 1.45047
H -1.63031 11.38806 1.71587
H -1.78393 11.06777 0.00750
H 1.71404 11.79241 0.53483
H 0.19088 12.53970 1.28037
H 0.48046 12.33209 -0.46059
C -0.41768 5.97715 -6.51429
O -1.05751 4.72340 -6.36696
C -0.36308 3.69356 -5.76113
C -0.97567 3.28080 -4.48131
N -2.37833 2.73573 -4.68276
C -3.01438 2.56575 -3.36857
C -4.41578 1.78500 -3.47923
O -5.51517 2.32119 -4.16797
C -5.87852 3.64270 -4.01072
H 0.42937 5.87996 -7.19338
H -0.07493 6.42878 -5.58335
H -1.19570 6.53986 -7.03017
H 0.72492 3.75963 -5.76044
H -0.44201 2.83425 -6.42704
H -1.06972 4.16337 -3.84859
H -0.47528 2.40929 -4.05919
H -2.95431 3.31514 -5.27661
H -3.20962 3.56270 -2.97352
H -2.23286 2.13891 -2.73997
H -4.73775 1.51124 -2.47450
H -4.22649 0.88339 -4.06179
H -6.75688 3.95872 -4.57350
H -5.05517 4.31049 -4.26417
H -6.00961 3.95595 -2.97496
C -8.50127 -2.07311 4.29383
O -7.21141 -2.03236 3.61372
C -6.88237 -0.70079 3.12002
C -7.43124 -0.59750 1.76032
N -7.05567 0.61841 1.02801
C -5.67801 0.75463 0.69838
C -5.07050 -0.41361 -0.14092
O -6.00258 -0.90759 -1.15903
C -5.48597 -2.02416 -1.87381
H -9.38214 -2.13909 3.65523
H -8.65417 -1.31014 5.05711
H -8.49821 -3.09443 4.67463
H -5.81367 -0.52623 2.99549
H -7.19695 0.15482 3.71756
H -8.49005 -0.84339 1.84137
H -7.10075 -1.51229 1.26834
H -7.51406 0.61864 0.12802
H -5.25881 1.11794 1.63666
H -5.66954 1.72063 0.19353
H -4.59771 -1.25926 0.35853
H -4.17556 -0.05648 -0.65046
H -6.23560 -2.48820 -2.51476
H -5.17754 -2.83490 -1.21376
H -4.70781 -1.49965 -2.42831
C 1.82357 -4.20968 -0.83184
O 2.57956 -3.01289 -0.63468
C 2.21917 -2.16205 0.46390
C 0.73541 -1.79036 0.62311
N 0.31348 -1.01424 -0.60960
C -1.13047 -0.55507 -0.59226
C -1.21496 0.87311 -0.05856
O -2.33191 1.24012 0.61994
C -2.41602 2.56307 1.08509
H 0.74778 -4.11585 -0.98004
H 1.90930 -4.85078 0.04550
H 2.36608 -4.75685 -1.60282
H 2.87915 -1.32883 0.22252
H 2.54192 -2.43541 1.46850
H 0.60670 -1.18034 1.51722
H 0.25898 -2.75882 0.77539
H 0.64577 -1.52153 -1.41728
H -1.95353 -1.18813 -0.26074
H -1.45801 -0.20489 -1.57112
H -0.91291 1.53552 -0.86978
H -0.44511 0.97917 0.70574
H -1.63931 3.09039 0.53124
H -2.26570 2.82596 2.13216
H -3.43335 2.88474 0.86221
C 6.13467 -0.68991 5.41445
O 5.37349 -1.58014 4.63458
C 5.25154 -1.16238 3.29557
C 4.51225 0.12726 2.91885
N 2.98722 0.07120 3.13241
C 2.36604 1.18792 2.54142
C 0.95660 1.40581 3.01590
O 1.04588 1.80092 4.33222
C -0.10366 1.99282 5.15217
H 7.08734 -0.61816 4.88967
H 6.29011 -1.12058 6.40362
H 5.78350 0.34154 5.44413
H 4.79030 -2.00369 2.77830
H 6.27086 -0.98729 2.95146
H 4.72647 0.35318 1.87425
H 4.96239 0.98966 3.41052
H 2.94143 0.16577 4.13693
H 2.34857 1.04820 1.46055
H 3.03519 2.03914 2.66681
H 0.32559 0.53584 2.83406
H 0.49410 2.22613 2.46701
H -0.83955 2.70763 4.78390
H 0.36223 2.38848 6.05466
H -0.55811 1.03848 5.41823
C -2.74779 -2.30801 8.08660
O -3.88489 -1.42400 8.09835
C -4.50576 -1.19642 6.83262
C -5.77935 -0.29250 7.01663
N -5.59866 1.06108 7.47856
C -4.65677 1.82692 6.56532
C -4.29899 3.31793 7.12343
O -3.30986 3.44991 8.11263
C -2.12243 2.65092 8.05065
H -2.10081 -2.22027 7.21378
H -3.19073 -3.29434 8.22460
H -2.04481 -2.11378 8.89666
H -4.82868 -2.15223 6.42000
H -3.83697 -0.81335 6.06184
H -6.31780 -0.71894 7.86300
H -6.46686 -0.15510 6.18203
H -5.03143 0.86201 8.29017
H -5.18841 1.90962 5.61736
H -3.81568 1.18192 6.31105
H -5.24212 3.82451 7.32835
H -3.92294 3.76791 6.20462
H -1.48598 3.02310 8.85345
H -1.57666 2.66714 7.10727
H -2.26435 1.59347 8.27373
C -0.22453 -6.28205 -3.35987
O -1.04801 -6.43656 -2.21042
C -2.16064 -5.66673 -2.11991
C -3.20814 -6.05492 -3.15366
N -3.55517 -4.83215 -3.85874
C -4.43740 -4.99800 -5.02244
C -5.52981 -3.94903 -5.08685
O -4.97884 -2.99019 -5.92932
C -5.81840 -1.98236 -6.39194
H -0.62197 -6.68806 -4.29008
H 0.66737 -6.90857 -3.36908
H 0.03195 -5.24277 -3.56534
H -1.75068 -4.65979 -2.04187
H -2.65866 -5.80444 -1.16016
H -4.14006 -6.43989 -2.73964
H -2.89495 -6.88969 -3.78070
H -2.88002 -4.20061 -4.26546
H -4.96464 -5.93535 -5.19988
H -3.80309 -4.89319 -5.90266
H -5.82571 -3.61451 -4.09255
H -6.46202 -4.37176 -5.46153
H -6.83179 -2.24762 -6.69326
H -5.34657 -1.41748 -7.19592
H -5.80332 -1.35069 -5.50376
C 2.42034 -8.93182 0.60554
O 3.02182 -9.06228 -0.65765
C 3.75245 -7.85254 -1.18653
C 4.09427 -7.95354 -2.68509
N 4.65514 -9.26290 -3.10368
C 6.11428 -9.19835 -3.27161
C 6.79653 -10.60006 -3.38978
O 6.57638 -11.28350 -2.18663
C 7.07513 -12.62397 -2.18264
H 1.73324 -8.09671 0.74183
H 3.30315 -8.74093 1.21572
H 1.91067 -9.87743 0.79032
H 4.64171 -7.88176 -0.55687
H 3.20914 -6.96721 -0.85625
H 4.72139 -7.19712 -3.15692
H 3.10743 -7.81860 -3.12784
H 4.34112 -9.89523 -2.38142
H 6.58978 -8.62249 -2.47764
H 6.24495 -8.65724 -4.20874
H 7.83516 -10.41085 -3.66102
H 6.30856 -11.26178 -4.10540
H 6.76614 -13.01480 -3.15212
H 6.84300 -13.12581 -1.24328
H 8.16065 -12.69423 -2.25179
C 4.80539 3.91374 4.86758
O 3.93119 4.41871 5.79503
C 2.67459 4.76320 5.18504
C 1.73847 5.33028 6.31652
N 0.42552 5.60785 5.86862
C -0.35982 5.90850 7.02981
C -1.80177 6.04230 6.47773
O -1.95206 7.20596 5.69342
C -2.95421 7.10687 4.71595
H 4.55880 2.85756 4.75908
H 5.82537 4.01108 5.23943
H 4.77524 4.49769 3.94770
H 2.16503 3.87677 4.80730
H 2.91114 5.46546 4.38567
H 2.05670 6.31673 6.65378
H 1.70330 4.70545 7.20897
H 0.32422 6.46566 5.34518
H -0.12852 6.86958 7.48910
H -0.33507 5.21257 7.86836
H -2.60728 6.12283 7.20765
H -2.09813 5.13396 5.95317
H -2.79098 6.26396 4.04440
H -2.87723 8.08589 4.24300
H -3.96948 7.12865 5.11196
C 6.90268 -2.02103 -4.23645
C 7.43315 -0.75480 -3.41533
C 6.30547 0.34796 -3.35002
C 5.31152 0.00567 -2.23219
C 6.03154 -0.00705 -0.86946
C 7.16602 -1.13819 -0.86919
N 8.03233 -1.14435 -2.10229
O 8.92876 -2.21279 -2.13560
C 8.04757 -0.67435 0.34394
C 6.40577 -2.48159 -0.58777
C 8.53144 0.00804 -4.26627
H 7.42617 -2.97204 -4.13825
H 6.70719 -1.79775 -5.28527
H 5.92030 -2.32625 -3.87606
H 6.70571 1.34624 -3.17299
H 5.71558 0.37703 -4.26614
H 4.83659 -0.97328 -2.29701
H 4.48080 0.71088 -2.20607
H 5.17965 -0.20891 -0.22013
H 6.43868 1.00188 -0.80322
H 7.49738 -0.74905 1.28192
H 8.89035 -1.34819 0.49808
H 8.33856 0.33819 0.06433
H 7.04311 -3.36411 -0.64299
H 5.93136 -2.62154 0.38355
H 5.78830 -2.75708 -1.44272
H 8.95947 0.94899 -3.92059
H 8.26139 0.39233 -5.24988
H 9.35095 -0.65331 -4.54758
H 9.80828 -1.83200 -2.08044
C 1.68688 0.03293 -5.48843
C 1.83406 -1.50120 -5.38069
C 1.09811 -1.91083 -4.09553
C -0.37740 -1.97161 -4.16519
C -0.79530 -2.76304 -5.42665
C -0.15530 -2.27916 -6.81733
N 1.29197 -2.24208 -6.59380
O 2.01347 -2.14432 -7.72305
C -0.36579 -3.49218 -7.76086
C -0.85916 -0.99434 -7.24169
C 3.28389 -1.77429 -5.05413
H 0.74661 0.36932 -5.92527
H 2.53015 0.45812 -6.03270
H 1.50037 0.55375 -4.54926
H 1.35979 -2.92635 -3.79832
H 1.46241 -1.46465 -3.17015
H -0.70829 -0.94030 -4.28774
H -0.77437 -2.34890 -3.22276
H -1.86571 -2.88117 -5.59501
H -0.40696 -3.75148 -5.18110
H -1.27728 -3.98838 -7.42757
H -0.31906 -3.43021 -8.84810
H 0.36549 -4.27668 -7.56621
H -0.45939 -0.44915 -8.09671
H -1.87125 -1.33655 -7.45772
H -1.20077 -0.13746 -6.66104
H 3.41981 -2.83522 -5.26405
H 3.56290 -1.67077 -4.00555
H 4.00537 -1.25568 -5.68549
H 2.13712 -3.08966 -7.83549
C -3.64019 -4.89063 1.74783
C -3.44915 -4.30899 3.18157
C -4.33130 -5.18551 4.20863
C -3.69700 -6.55903 4.46610
C -2.29772 -6.31952 5.11882
C -1.39353 -5.52349 4.12021
N -2.00689 -4.23121 3.59203
O -1.28205 -3.43868 2.70224
C -0.29531 -5.10136 5.08553
C -0.98694 -6.37020 2.95032
C -4.04892 -2.88921 3.22908
H -3.82414 -4.07633 1.04699
H -4.52822 -5.51490 1.64874
H -2.78920 -5.37184 1.26580
H -4.52195 -4.60169 5.10913
H -5.32092 -5.30874 3.76865
H -3.60962 -7.15002 3.55440
H -4.34182 -7.09344 5.16374
H -1.74401 -7.25435 5.20610
H -2.28374 -5.88357 6.11775
H -0.76856 -4.38163 5.75345
H -0.07370 -5.91802 5.77259
H 0.52872 -4.61112 4.56713
H -0.44764 -5.64082 2.34597
H -0.38222 -7.14812 3.41643
H -1.66552 -6.76256 2.19291
H -4.06633 -2.54011 4.26152
H -5.06699 -2.78345 2.85434
H -3.45693 -2.30257 2.52658
H -1.14504 -2.71880 3.32242
C 0.60032 6.82263 -2.55000
C 2.10578 6.94498 -2.44016
C 2.44255 6.91874 -0.88396
C 2.57222 5.52933 -0.15856
C 3.61614 4.80298 -0.97520
C 3.16050 4.52415 -2.41031
N 2.85225 5.76774 -3.07107
O 2.53646 5.62876 -4.41244
C 4.37685 3.90565 -3.01694
C 2.02945 3.46884 -2.42934
C 2.55146 8.23122 -3.15467
H 0.09808 7.65609 -2.05891
H 0.20568 5.83963 -2.29292
H 0.28291 7.16260 -3.53578
H 2.99676 7.76503 -0.47809
H 1.51178 7.15966 -0.37043
H 1.66492 4.92654 -0.19812
H 2.78511 5.61377 0.90710
H 3.63484 3.78382 -0.58909
H 4.62689 5.20008 -0.88143
H 4.45801 4.25496 -4.04626
H 5.35999 4.22047 -2.66706
H 4.47525 2.82049 -2.98770
H 1.63086 3.31586 -3.43225
H 2.41139 2.55116 -1.98202
H 1.20087 3.79038 -1.79832
H 3.04800 8.17157 -4.12316
H 3.29179 8.87649 -2.68176
H 1.69446 8.85937 -3.39776
H 3.22674 6.11805 -4.86601
```

Output
Multiplicity: 1
LUMO in Ha: 0.0146
Frontier orbital gap in eV: 8.395
Highest occupied orbital energy in eV: -8.00
E in eV: -161137.496